Entry from OMol25: a cluster of 3 separate species, C18H37N4 in total at a distorted geometry (wB97M-V/def2-TZVPD).

HOMO energy in eV: -13.15
Strongest force on any atom in Eh/bohr: 0.03812
Gap between HOMO and LUMO in eV: 8.779
Energy above the lowest of the compared OMol25 structures with the same formula, charge and spin in kcal/mol: 0.0
E_LUMO in eV: -4.4
Net charge: +1

Geometry (Å):
1 N -1.10978 0.84264 1.03034
2 C 0.14266 1.30942 1.16045
3 N 0.61114 2.21589 0.31821
4 N 0.88962 0.79283 2.21748
5 C 1.66021 1.81693 2.89093
6 C 1.02547 2.63308 3.80215
7 C 1.75549 3.62109 4.44886
8 N 3.04555 3.83674 4.21740
9 C 3.63849 3.05328 3.32640
10 C 3.00797 2.02381 2.64307
11 H -1.59164 1.25087 0.23001
12 H -1.69524 0.97621 1.85161
13 H 1.55629 2.19327 -0.03553
14 H 0.02483 2.99543 0.05410
15 H 1.50208 0.04964 1.87443
16 H -0.02820 2.50372 4.02193
17 H 1.25943 4.24569 5.18433
18 H 4.68828 3.24581 3.12915
19 H 3.55704 1.40066 1.94442
20 C -1.67732 3.17639 -3.17414
21 C -3.13337 3.61735 -3.08198
22 C -3.97508 2.72227 -2.17389
23 C -4.08279 1.26225 -2.62092
24 C -4.65048 1.06273 -4.02490
25 C -6.07946 1.57467 -4.17865
26 H -1.58034 2.18010 -3.60731
27 H -1.09709 3.86034 -3.79318
28 H -1.22443 3.15960 -2.17457
29 H -3.56523 3.65889 -4.08367
30 H -3.17238 4.63763 -2.69303
31 H -4.97530 3.15070 -2.08318
32 H -3.54938 2.74769 -1.16009
33 H -4.71223 0.72525 -1.90417
34 H -3.09664 0.78658 -2.56960
35 H -4.63134 -0.00500 -4.25436
36 H -4.00652 1.54414 -4.76570
37 H -6.74815 1.08203 -3.47021
38 H -6.45381 1.37658 -5.18261
39 H -6.14618 2.65110 -4.01367
40 C 4.03262 -6.02457 2.16138
41 C 2.73328 -5.84635 1.38148
42 C 2.89492 -5.01423 0.11002
43 C 3.35709 -3.57414 0.33810
44 C 2.45261 -2.75470 1.25598
45 C 1.03457 -2.57947 0.71525
46 H 4.42911 -5.07108 2.51498
47 H 3.87486 -6.65519 3.03631
48 H 4.79558 -6.49900 1.54170
49 H 1.97340 -5.40290 2.03197
50 H 2.35219 -6.83036 1.10030
51 H 1.94752 -5.01288 -0.43651
52 H 3.61679 -5.50553 -0.54789
53 H 3.42936 -3.07278 -0.63260
54 H 4.36906 -3.57452 0.74995
55 H 2.91198 -1.76498 1.39059
56 H 2.40996 -3.20560 2.24991
57 H 1.04959 -2.09893 -0.26757
58 H 0.43834 -1.96001 1.39229
59 H 0.51501 -3.53109 0.61445